# 1
A 3-piece molecular cluster, C24H51IN7O7S overall at a distorted geometry. Source: the Open Molecules 2025 dataset; level of theory: wB97M-V/def2-TZVPD.

The total charge is +1. The energy is -69404.5383 eV.

```
91
C24H51IN7O7S (wB97M-V/def2-TZVPD)
C -0.78 1.54 5.62
C -0.47 2.04 4.25
O -0.02 3.16 4.06
N -0.76 1.17 3.16
C -0.38 -0.25 3.35
N -0.37 1.72 1.96
C -1.12 2.16 0.93
N -2.45 2.11 0.83
C -3.36 1.52 1.76
C -3.57 2.41 2.99
O -3.19 3.55 3.04
I -4.56 1.51 4.67
N -0.37 2.67 -0.02
C 0.88 2.56 0.41
C 2.00 3.10 -0.38
C 2.44 4.45 0.23
C 1.40 5.54 0.05
S 0.21 5.65 1.43
N 0.94 1.97 1.59
C 2.15 1.68 2.32
C 2.66 0.25 2.09
O 2.06 -0.28 0.93
H 0.13 1.36 6.17
H -1.42 0.67 5.62
H -1.32 2.33 6.12
H -0.16 -0.67 2.38
H 0.44 -0.37 4.04
H -1.25 -0.78 3.72
H -2.82 2.50 -0.01
H -4.32 1.31 1.30
H -2.97 0.58 2.14
H 1.61 3.32 -1.36
H 2.81 2.40 -0.52
H 3.39 4.75 -0.19
H 2.61 4.35 1.29
H 0.79 5.38 -0.83
H 1.89 6.50 -0.02
H 1.03 5.52 2.48
H 2.91 2.35 1.99
H 2.04 1.86 3.37
H 2.42 -0.36 2.96
H 3.74 0.24 1.99
H 2.04 -1.24 1.00
C -0.17 1.27 -7.08
O 0.72 0.21 -6.80
C 1.93 0.24 -7.54
C 3.11 0.57 -6.65
N 3.07 1.95 -6.19
C 4.02 2.27 -5.13
C 3.92 1.52 -3.80
O 2.75 1.82 -3.04
C 1.59 1.09 -3.40
H -1.12 1.04 -6.60
H 0.19 2.23 -6.68
H -0.34 1.38 -8.15
H 1.86 0.94 -8.38
H 2.08 -0.76 -7.96
H 4.03 0.42 -7.22
H 3.10 -0.15 -5.82
H 2.13 2.15 -5.86
H 3.90 3.34 -4.91
H 5.03 2.14 -5.52
H 4.76 1.85 -3.19
H 4.02 0.44 -3.92
H 1.83 0.09 -3.75
H 1.01 1.62 -4.16
H 0.96 1.01 -2.51
C 0.15 -4.25 2.36
O -0.86 -3.63 1.58
C -1.14 -4.32 0.36
C -2.49 -5.01 0.40
N -2.49 -6.14 1.32
C -3.81 -6.70 1.60
C -4.86 -5.81 2.26
O -4.58 -5.44 3.60
C -3.72 -4.33 3.77
H 0.42 -3.55 3.16
H -0.19 -5.17 2.82
H 1.04 -4.45 1.76
H -0.34 -5.03 0.12
H -1.16 -3.57 -0.43
H -2.73 -5.36 -0.60
H -3.24 -4.25 0.67
H -2.07 -5.85 2.19
H -3.65 -7.56 2.26
H -4.22 -7.09 0.67
H -5.79 -6.39 2.31
H -5.09 -4.92 1.66
H -3.86 -3.59 2.98
H -2.67 -4.64 3.81
H -3.97 -3.87 4.72
```

# 2
A 10-piece molecular cluster, C4H28N2O9 overall at a distorted geometry. Source: the Open Molecules 2025 dataset; level of theory: wB97M-V/def2-TZVPD.

As for the SMILES: C=C(N)CCN.O.O.O.O.O.O.O.O.O. The energy is -26009.3799 eV.

```
43
C4H28N2O9 (wB97M-V/def2-TZVPD)
C -1.15 -0.97 1.89
C 0.10 -1.61 1.29
C -0.22 -2.41 0.04
C 0.51 -2.31 -1.06
N -1.33 -3.29 0.14
N -1.57 0.24 1.17
H -2.00 -1.65 1.93
H -1.03 -0.69 2.94
H 0.64 -2.21 2.03
H 0.77 -0.80 0.98
H 0.58 -2.92 -1.95
H 1.28 -1.54 -1.19
H -1.29 -4.13 -0.43
H -2.20 -2.84 -0.10
H -0.82 0.68 0.64
H -2.26 0.14 0.45
H -2.64 3.02 0.12
H -3.65 1.88 -0.03
O -2.88 2.29 -0.47
H 3.03 -1.87 2.44
H 2.46 -1.43 1.02
O 3.22 -1.37 1.63
H 3.33 1.02 0.25
H 4.35 0.05 0.71
O 4.02 0.45 -0.12
H -0.55 1.74 -1.36
H 0.82 1.59 -2.02
O 0.04 1.07 -1.75
H -0.46 1.86 2.05
H 0.15 1.36 3.28
O 0.14 2.18 2.74
H -2.87 -2.11 -2.63
H -2.91 -1.13 -1.36
O -3.14 -2.00 -1.72
H 1.62 2.68 1.38
H 3.12 2.84 0.93
O 2.30 2.36 0.75
H -2.55 0.60 -3.88
H -2.14 1.57 -2.78
O -2.64 0.77 -2.95
H 3.04 1.67 -1.86
H 2.37 2.81 -1.12
O 2.42 2.39 -1.99
```

# 3
C3H6Li2O5 as an isolated structure at a distorted geometry. Source: the Open Molecules 2025 dataset; level of theory: wB97M-V/def2-TZVPD.

The energy is -13857.4998 eV.

```
16
C3H6Li2O5 (wB97M-V/def2-TZVPD)
O -2.49 0.45 1.24
C -1.30 0.10 0.55
C -1.60 -0.44 -0.86
O -0.42 -0.92 -1.49
H -2.23 0.88 2.06
H -0.70 -0.60 1.14
H -0.65 0.98 0.48
H -2.05 0.35 -1.46
H -2.33 -1.25 -0.80
Li 1.05 -1.91 -0.79
O 1.87 1.31 -0.98
C 2.18 0.83 0.10
O 1.91 -0.46 0.35
O 2.76 1.31 1.18
Li 3.76 -0.45 0.77
H 0.22 -0.18 -1.51
```

# 4
C16H15N3O2PtS as an isolated structure. Source: the Open Molecules 2025 dataset; level of theory: wB97M-V/def2-TZVPD.

The energy is -39483.9549 eV.

```
38
C16H15N3O2PtS (wB97M-V/def2-TZVPD)
Pt -0.36 0.21 -0.57
C 3.53 1.88 -1.01
C 4.35 0.80 -0.73
C 3.78 -0.42 -0.40
C 2.40 -0.55 -0.37
N 1.62 0.51 -0.64
C 2.16 1.70 -0.96
C 1.65 -1.77 -0.08
C 2.25 -3.00 0.19
C 1.47 -4.12 0.39
C 0.09 -4.01 0.30
C -0.51 -2.79 0.04
C 0.24 -1.63 -0.15
H 3.93 2.84 -1.28
H 5.42 0.90 -0.76
H 4.41 -1.27 -0.18
H 1.45 2.48 -1.19
H 3.33 -3.09 0.24
H 1.93 -5.08 0.60
H -0.53 -4.90 0.43
H -1.59 -2.76 -0.04
N -0.62 2.41 1.59
C -1.78 2.99 0.93
C -1.75 2.93 -0.60
O -2.60 3.58 -1.20
O -0.87 2.18 -1.18
H -0.77 2.27 2.57
H 0.20 3.00 1.48
H -1.98 4.03 1.19
H -2.67 2.42 1.23
S -4.86 0.22 -0.69
C -4.33 -0.59 0.72
C -2.98 -0.65 0.75
N -2.37 -0.07 -0.34
C -3.25 0.43 -1.18
H -5.03 -0.96 1.46
H -2.37 -1.08 1.52
H -2.97 0.98 -2.06
```

# 5
An isolated ion of composition C24H39N2O3 and charge +1 at a distorted geometry. Source: the Open Molecules 2025 dataset; level of theory: wB97M-V/def2-TZVPD.

As for the SMILES: C=CC(=O)OCCCCCCc1c(C)c(CCCC)c[n+](CCCN)c1CC=O. The total charge is +1. The energy is -34631.0573 eV.

```
68
C24H39N2O3 (wB97M-V/def2-TZVPD)
C 5.23 -1.96 3.77
C 5.25 -1.51 2.42
C 4.02 -0.87 1.76
O 2.99 -0.87 2.40
O 4.06 -0.32 0.47
C 4.11 -1.38 -0.54
C 4.45 -0.71 -1.93
C 3.60 -1.27 -3.13
C 2.32 -0.39 -3.46
C 1.16 -0.97 -2.53
C -0.24 -0.21 -2.78
C -0.87 -0.01 -1.37
C -1.73 -1.12 -0.86
C -2.03 -2.40 -1.71
C -2.29 -0.96 0.49
C -3.17 -2.06 1.17
C -4.49 -2.28 0.32
C -5.78 -2.53 1.19
C -6.52 -1.17 1.52
C -1.97 0.25 1.22
N -1.17 1.27 0.74
C -0.93 2.40 1.67
C -1.46 3.81 1.17
C -0.22 4.82 1.26
N 0.18 5.08 2.67
C -0.61 1.17 -0.53
C 0.33 2.27 -1.09
C 1.81 1.98 -0.58
O 2.71 2.52 -1.17
H 5.16 -3.05 4.03
H 5.33 -1.24 4.63
H 6.23 -1.62 1.87
H 4.96 -2.05 -0.22
H 3.17 -1.99 -0.56
H 5.53 -0.96 -2.15
H 4.31 0.41 -1.85
H 4.22 -1.30 -4.07
H 3.29 -2.33 -2.90
H 2.03 -0.59 -4.53
H 2.46 0.70 -3.26
H 1.47 -0.71 -1.48
H 1.06 -2.08 -2.62
H -0.83 -0.91 -3.43
H -0.09 0.72 -3.36
H -1.19 -2.63 -2.42
H -2.92 -2.15 -2.35
H -2.26 -3.29 -1.06
H -3.35 -1.75 2.24
H -2.56 -3.01 1.15
H -4.30 -3.17 -0.34
H -4.58 -1.40 -0.38
H -5.46 -3.10 2.11
H -6.48 -3.16 0.58
H -6.46 -0.90 2.61
H -7.62 -1.30 1.31
H -6.16 -0.36 0.84
H -2.41 0.34 2.25
H -1.46 2.19 2.64
H 0.16 2.39 1.92
H -2.22 4.25 1.87
H -1.89 3.81 0.14
H 0.69 4.40 0.73
H -0.47 5.77 0.73
H 0.39 6.09 2.69
H 1.09 4.65 2.88
H 0.01 3.32 -0.87
H 0.39 2.19 -2.21
H 2.00 1.27 0.28
```

# 6
One molecule with the formula C5H7ClS2 at a distorted geometry. Source: the Open Molecules 2025 dataset; level of theory: wB97M-V/def2-TZVPD.

As for the SMILES: S=C1[C@@H](CS)C[C@H]1Cl. The energy is -39488.4937 eV.

```
15
C5H7ClS2 (wB97M-V/def2-TZVPD)
C -0.65 1.63 0.02
C 0.26 0.38 -0.43
C 1.28 -0.25 0.51
C 0.91 -1.64 -0.07
C -0.31 -0.98 -0.73
H -3.18 1.09 0.43
H -0.12 2.57 0.34
H -1.22 1.95 -0.76
H 0.86 0.67 -1.38
H 2.42 -0.17 0.44
H 1.09 -0.19 1.55
H 1.81 -1.90 -0.74
S -1.83 1.42 1.29
S -1.83 -1.38 -1.09
Cl 0.53 -3.21 0.64
```

# 7
C51H96Br18Hg2N5O5 as an isolated structure at a distorted geometry. Source: the Open Molecules 2025 dataset; level of theory: wB97M-V/def2-TZVPD.

The total charge is -1. The energy is -1341232.7788 eV.

```
177
C51H96Br18Hg2N5O5 (wB97M-V/def2-TZVPD)
Hg -18.63 12.06 -2.96
Hg -21.89 12.82 -0.69
C -16.25 13.83 -2.98
C -15.39 12.58 -3.24
C -14.75 12.21 -1.86
C -14.01 10.86 -1.82
C -15.05 9.80 -2.16
C -15.78 10.08 -3.52
N -16.34 11.41 -3.56
O -17.18 11.66 -4.71
C -16.80 8.94 -3.58
C -14.81 9.78 -4.68
C -14.37 12.79 -4.30
H -16.65 14.25 -3.90
H -15.54 14.52 -2.50
H -17.05 13.70 -2.24
H -15.52 12.13 -1.08
H -14.05 13.02 -1.61
H -13.61 10.63 -0.82
H -13.10 10.74 -2.41
H -15.72 9.71 -1.30
H -14.66 8.78 -2.20
H -16.34 7.95 -3.52
H -17.21 8.82 -4.59
H -17.60 8.98 -2.84
H -14.49 8.74 -4.59
H -13.92 10.40 -4.63
H -15.22 9.83 -5.69
H -13.45 12.26 -4.09
H -14.17 13.84 -4.53
H -14.74 12.47 -5.28
C -24.32 17.06 -0.67
C -23.17 16.27 0.00
C -22.62 17.17 1.16
C -23.47 17.08 2.43
C -23.60 15.60 2.85
C -24.23 14.71 1.77
N -23.62 14.95 0.47
O -24.05 14.03 -0.51
C -25.75 14.97 1.73
C -23.93 13.28 2.29
C -22.06 16.08 -0.99
H -25.19 16.43 -0.90
H -24.11 17.76 -1.48
H -24.91 17.69 0.01
H -22.66 18.20 0.80
H -21.64 16.81 1.48
H -24.46 17.53 2.28
H -23.03 17.51 3.33
H -24.27 15.58 3.71
H -22.68 15.22 3.31
H -26.30 14.21 1.18
H -26.03 15.85 1.14
H -26.14 14.85 2.74
H -23.95 13.28 3.39
H -22.92 12.96 2.05
H -24.63 12.58 1.83
H -22.34 15.45 -1.83
H -21.26 15.61 -0.41
H -21.78 17.09 -1.29
C -20.15 14.09 1.73
C -19.39 12.75 1.68
C -19.91 11.86 2.85
C -19.41 10.43 2.78
C -19.95 9.90 1.45
C -19.43 10.67 0.22
N -19.63 12.11 0.39
O -19.41 12.87 -0.78
C -20.26 10.06 -0.91
C -17.93 10.29 -0.01
C -17.90 13.11 1.90
H -19.76 14.72 0.93
H -20.11 14.59 2.70
H -21.21 13.95 1.52
H -21.00 11.91 2.92
H -19.57 12.29 3.80
H -19.85 10.01 3.68
H -18.32 10.44 2.84
H -21.04 9.94 1.56
H -19.83 8.82 1.39
H -20.34 8.99 -0.73
H -19.82 10.25 -1.88
H -21.33 10.30 -0.84
H -17.75 9.31 -0.46
H -17.38 10.23 0.94
H -17.42 11.09 -0.54
H -17.59 13.45 2.90
H -17.59 13.86 1.17
H -17.22 12.30 1.62
C -19.96 15.02 -3.33
C -20.77 14.23 -4.39
C -20.01 14.65 -5.67
C -20.42 13.92 -6.94
C -20.29 12.45 -6.68
C -21.03 11.88 -5.42
N -20.74 12.74 -4.23
O -21.13 12.22 -2.94
C -20.58 10.41 -5.28
C -22.52 11.77 -5.72
C -22.20 14.78 -4.54
H -18.90 14.75 -3.35
H -20.17 14.69 -2.31
H -20.03 16.10 -3.44
H -18.92 14.56 -5.64
H -20.18 15.71 -5.85
H -19.74 14.06 -7.79
H -21.45 14.15 -7.22
H -19.29 12.05 -6.53
H -20.74 11.86 -7.49
H -20.84 9.79 -6.14
H -20.97 9.95 -4.36
H -19.50 10.37 -5.13
H -22.94 12.68 -6.17
H -23.14 11.62 -4.83
H -22.71 10.91 -6.36
H -22.19 15.86 -4.43
H -22.73 14.36 -3.68
H -22.72 14.43 -5.42
C -23.66 9.34 -2.79
C -24.82 10.03 -2.10
C -26.14 9.22 -2.34
C -26.21 8.01 -1.41
C -26.04 8.38 0.05
C -24.76 9.20 0.37
N -24.70 10.27 -0.67
O -23.79 11.24 -0.39
C -23.58 8.19 0.41
C -24.82 9.71 1.82
C -25.14 11.34 -2.82
H -23.89 9.11 -3.83
H -23.44 8.41 -2.27
H -22.79 9.99 -2.66
H -26.32 8.83 -3.34
H -26.93 9.85 -1.94
H -25.54 7.21 -1.74
H -27.11 7.39 -1.57
H -25.92 7.46 0.63
H -26.89 8.89 0.52
H -23.79 7.25 -0.12
H -23.16 7.97 1.39
H -22.73 8.58 -0.16
H -23.90 10.17 2.16
H -25.02 8.85 2.47
H -25.58 10.48 2.00
H -26.01 11.87 -2.43
H -25.30 11.20 -3.90
H -24.31 12.05 -2.86
C -20.87 4.97 -1.94
Br -20.32 6.78 -2.58
Br -22.17 4.07 -3.18
Br -21.66 5.08 -0.21
H -20.00 4.32 -1.93
C -20.11 7.90 6.84
Br -19.83 7.64 8.75
Br -19.81 9.80 6.33
Br -21.92 7.37 6.34
H -19.36 7.36 6.29
C -17.94 17.99 1.69
Br -18.50 16.78 3.14
Br -19.31 19.44 1.43
Br -17.63 16.94 0.01
H -17.01 18.49 1.89
C -14.83 11.10 3.70
Br -13.11 10.84 4.64
Br -15.81 9.37 3.66
Br -14.56 11.83 1.92
H -15.33 11.88 4.25
C -16.94 6.50 1.13
Br -16.01 5.13 2.17
Br -18.88 6.36 1.34
Br -16.29 6.56 -0.71
H -16.57 7.37 1.66
C -15.28 15.56 4.13
Br -15.57 15.58 6.08
Br -13.68 14.47 3.90
Br -14.98 17.34 3.41
H -16.13 15.14 3.60
```

# 8
One molecule with the formula C4H7NO. Source: the Open Molecules 2025 dataset; level of theory: wB97M-V/def2-TZVPD.

The energy is -7795.3533 eV.

```
13
C4H7NO (wB97M-V/def2-TZVPD)
C 0.64 0.12 -0.95
C 0.81 -1.02 0.03
O -0.44 -1.49 0.45
C -1.15 -0.52 0.97
N -0.51 0.65 1.12
C -0.03 1.25 -0.17
H 1.61 0.40 -1.37
H -0.01 -0.19 -1.79
H 1.40 -1.88 -0.28
H 0.53 0.13 1.27
H -2.06 -0.82 1.47
H 0.67 2.05 0.11
H -0.88 1.70 -0.69
```

# 9
A 2-piece molecular cluster, C3H10Si2 overall at a distorted geometry. Source: the Open Molecules 2025 dataset; level of theory: wB97M-V/def2-TZVPD.

The energy is -19021.6257 eV.

```
15
C3H10Si2 (wB97M-V/def2-TZVPD)
C -2.11 -0.64 0.08
C -2.50 0.78 0.01
C -1.20 0.32 -0.49
Si 3.10 -0.37 -0.67
Si 1.62 0.38 0.94
H -1.85 -1.11 0.99
H -2.46 -1.49 -0.50
H -3.42 1.24 -0.33
H -2.44 1.29 1.03
H -0.91 0.46 -1.50
H 4.55 -0.31 -0.90
H 2.48 0.18 -1.91
H 2.92 -1.92 -0.48
H 1.24 -0.47 2.23
H 0.98 1.66 1.50
```

# 10
CH2KLiO2 as an isolated structure at a distorted geometry. Source: the Open Molecules 2025 dataset; level of theory: wB97M-V/def2-TZVPD.

The energy is -21691.8317 eV.

```
7
CH2KLiO2 (wB97M-V/def2-TZVPD)
O 0.00 0.13 1.36
C -0.73 1.08 1.54
O 0.66 -1.76 -1.72
K 1.73 -1.49 -4.24
Li 0.52 -1.00 -0.18
H -0.73 1.62 2.50
H -1.43 1.43 0.75
```

> Which of these has the highest energy?

C4H7NO

> Which formula does entry 3 have?

C3H6Li2O5